The following is a DFT calculation (wB97M-V/def2-TZVPD) of a cluster of 2 separate species, C3H10N2 in total.

Calculated values
calculated total energy: -6250.62111 eV
max |F|: 0.108 Eh/bohr
relative energy (zero: lowest compared OMol25 entry of this formula, charge and spin): 64.7 kcal/mol
highest occupied orbital energy: -8.3 eV
Kohn-Sham gap: 9.43 eV
structure (SMILES): C=CN.CN

The geometry in ORCA input format:
```
! RIJCOSX wB97M-V def2-TZVPD def2/J DEFGRID3
* xyz 0 1
C 0.220 -2.426 1.640
N 1.128 -1.421 2.017
H -0.268 -2.748 2.481
H -0.342 -1.930 0.844
H 0.477 -3.468 1.483
H 1.828 -1.196 1.268
H 1.866 -1.418 2.761
C -1.783 1.162 -1.337
C -0.602 1.579 -1.844
N 0.663 1.542 -1.052
H -1.968 1.196 -0.332
H -2.705 1.422 -1.867
H -0.595 2.027 -2.810
H 1.611 1.898 -1.286
H 0.546 1.482 -0.056
*
```

The following is a DFT calculation (wB97M-V/def2-TZVPD) of an isolated molecule of C2H6N2OS.

Calculated values
calculated total energy: -18031.51783 eV
max |F|: 0.200 Eh/bohr
relative energy (zero: lowest compared OMol25 entry of this formula, charge and spin): 75.8 kcal/mol
highest occupied orbital energy: -9.3 eV
Kohn-Sham gap: 9.63 eV
structure (SMILES): NNC(=O)CS

The geometry in ORCA input format:
```
! RIJCOSX wB97M-V def2-TZVPD def2/J DEFGRID3
* xyz 0 1
C -0.593 -0.502 -0.125
C 0.288 0.041 -1.177
H -2.210 -0.775 2.237
H -0.587 -1.610 2.023
H -0.089 0.987 1.380
H -0.251 0.545 -1.955
H 0.894 -0.901 -1.522
H 2.272 0.645 0.445
N -1.092 -0.668 2.194
N -0.639 0.097 0.971
O -1.268 -1.481 -0.424
S 1.504 1.232 -0.847
*
```

The following is a DFT calculation (wB97M-V/def2-TZVPD) of an isolated molecule of C6H5NO.

Calculated values
calculated total energy: -9835.95332 eV
max |F|: 0.055 Eh/bohr
relative energy (zero: lowest compared OMol25 entry of this formula, charge and spin): 75.1 kcal/mol
highest occupied orbital energy: -9.9 eV
Kohn-Sham gap: 10.67 eV
structure (SMILES): C#CC(C#C)NC=O

The geometry in ORCA input format:
```
! RIJCOSX wB97M-V def2-TZVPD def2/J DEFGRID3
* xyz 0 1
C 0.122 1.300 1.612
C 0.157 0.260 -0.626
C -1.330 -0.184 -0.828
C -2.539 -0.452 -0.792
C 1.060 -0.742 -1.159
C 1.876 -1.603 -1.153
H 0.410 1.165 2.712
H 0.568 -0.691 1.135
H 0.430 1.291 -0.937
H -3.596 -0.758 -0.804
H 2.776 -2.189 -1.243
N 0.283 0.215 0.859
O -0.218 2.387 1.223
*
```

The following is a DFT calculation (wB97M-V/def2-TZVPD) of a cluster of 2 separate species, C6H6O in total.

Calculated values
calculated total energy: -8359.93445 eV
max |F|: 0.059 Eh/bohr
relative energy (zero: lowest compared OMol25 entry of this formula, charge and spin): 151.5 kcal/mol
highest occupied orbital energy: -7.9 eV
Kohn-Sham gap: 7.27 eV

The geometry in ORCA input format:
```
! RIJCOSX wB97M-V def2-TZVPD def2/J DEFGRID3
* xyz 0 1
C -1.546 -0.552 -0.087
C -1.061 0.463 -1.076
C 2.664 -0.579 0.293
C 2.558 0.400 -0.382
C -0.976 0.009 1.147
C -0.338 1.447 -0.455
O -0.324 1.073 0.903
H -2.638 -0.557 -0.060
H -1.223 -1.581 -0.256
H -1.301 0.412 -2.121
H 2.777 -1.422 0.909
H 2.443 1.263 -0.969
H -1.037 -0.375 2.153
*
```

The following is a DFT calculation (wB97M-V/def2-TZVPD) of a cluster of 2 separate species, C2H3BrOS in total.

Calculated values
calculated total energy: -85042.05695 eV
max |F|: 0.062 Eh/bohr
relative energy (zero: lowest compared OMol25 entry of this formula, charge and spin): 124.4 kcal/mol
highest occupied orbital energy (alpha / beta): -8.7 / -8.7 eV
Kohn-Sham gap (alpha / beta): 6.84 / 6.85 eV

The geometry in ORCA input format:
```
! RIJCOSX wB97M-V def2-TZVPD def2/J DEFGRID3
* xyz 0 1
C 0.202 -1.714 -0.275
C -0.706 -0.590 0.092
O 0.424 2.009 -0.003
S 1.140 2.740 -1.032
Br 2.014 -1.287 0.095
H -0.517 0.476 0.121
H -1.753 -0.759 -0.277
H -0.804 -0.875 1.279
*
```

The following is a DFT calculation (wB97M-V/def2-TZVPD) of a cluster of 2 separate species, C4H14N2O in total.

Calculated values
calculated total energy: -9401.85234 eV
max |F|: 0.021 Eh/bohr
relative energy (zero: lowest compared OMol25 entry of this formula, charge and spin): 40.5 kcal/mol
highest occupied orbital energy: -8.7 eV
Kohn-Sham gap: 9.43 eV
structure (SMILES): CNCCCN.O

The geometry in ORCA input format:
```
! RIJCOSX wB97M-V def2-TZVPD def2/J DEFGRID3
* xyz 0 1
C 0.327 -0.268 1.785
N 0.999 0.234 0.577
C 0.119 0.575 -0.578
C -1.405 0.509 -0.421
C -2.061 1.885 -0.516
N -2.109 2.517 -1.842
H -0.178 0.560 2.285
H -0.352 -1.088 1.582
H 1.115 -0.587 2.445
H 1.600 -0.489 0.211
H 0.412 -0.041 -1.438
H 0.377 1.585 -0.917
H -1.703 0.145 0.557
H -1.839 -0.125 -1.181
H -1.565 2.601 0.124
H -3.096 1.878 -0.170
H -1.182 2.803 -2.128
H -2.501 1.885 -2.530
H 4.130 -4.083 1.361
H 3.712 -4.407 -0.049
O 3.386 -4.448 0.857
*
```